Below is 2 unconnected molecules or ions with the total composition C3H9NO3, with properties calculated with ωB97M-V/def2-TZVPD.

Computed properties:
Kohn-Sham gap ... 0.3764 Eh
LUMO level ... 0.3 eV
SMILES ... CC(=O)NCO.O
ΔE to the lowest compared entry with this formula, charge and spin ... 1.377 eV
Calculated total energy ... -400.17089 Ha

ORCA input file:
```
! RIJCOSX wB97M-V def2-TZVPD def2/J DEFGRID3
* xyz 0 1
O -0.83 1.32 3.13
O -1.96 0.02 -2.06
O 2.33 0.81 -0.49
N 0.41 0.15 -1.41
C 1.38 0.06 -0.44
C -0.89 -0.41 -1.21
C 1.20 -0.98 0.63
H 0.76 0.38 -2.33
H -2.05 0.98 -2.04
H -1.61 1.36 2.54
H -1.25 -0.15 -0.21
H 1.03 -1.97 0.20
H 2.14 -1.02 1.20
H -0.94 -1.49 -1.41
H 0.43 -0.77 1.38
H -0.17 1.71 2.52
*
```

***

Below is 2 unconnected molecules or ions with the total composition C3H9NO3, with properties calculated with ωB97M-V/def2-TZVPD.

Computed properties:
Kohn-Sham gap ... 0.3838 Eh
LUMO level ... 0.4 eV
SMILES ... NCCC(=O)O.O
ΔE to the lowest compared entry with this formula, charge and spin ... 2.266 eV
Calculated total energy ... -400.13821 Ha

ORCA input file:
```
! RIJCOSX wB97M-V def2-TZVPD def2/J DEFGRID3
* xyz 0 1
O -3.14 -2.84 -0.07
O 2.71 1.72 -0.34
O 1.78 1.48 -2.40
N -0.67 0.55 1.49
C 0.65 0.27 0.96
C 1.90 1.21 -1.07
C 0.59 0.58 -0.57
H 0.88 1.56 -2.84
H 1.08 1.27 1.40
H -2.40 -3.08 -0.68
H -0.62 0.64 2.49
H -3.12 -3.50 0.67
H -0.05 1.42 -0.58
H 1.31 -0.59 1.25
H -1.22 -0.40 1.46
H 0.32 -0.28 -1.14
*
```

***

Below is a molecular structure, C3H9NO3, with properties calculated with ωB97M-V/def2-TZVPD.

Computed properties:
Kohn-Sham gap (alpha / beta) ... 0.2798 / 0.2799 Eh
LUMO level (alpha / beta) ... -1.2 / -1.2 eV
ΔE to the lowest compared entry with this formula, charge and spin ... 5.983 eV
Calculated total energy ... -400.00162 Ha

ORCA input file:
```
! RIJCOSX wB97M-V def2-TZVPD def2/J DEFGRID3
* xyz 0 1
O 0.35 0.93 -0.02
O -1.76 -2.04 -1.22
O -0.23 -1.21 0.88
N 1.69 -0.10 -0.72
C 0.78 1.49 1.22
C -1.33 -0.69 -1.18
C -0.83 -0.31 0.21
H -1.58 0.29 0.75
H -1.23 -2.52 -0.57
H 2.37 0.64 -0.55
H 1.69 2.08 1.06
H -2.18 -0.06 -1.46
H 0.97 0.69 1.94
H -0.53 -0.52 -1.91
H 0.00 2.16 1.59
H 1.83 -0.84 -0.03
*
```

***

Below is 3 unconnected molecules or ions with the total composition C3H9NO3, with properties calculated with ωB97M-V/def2-TZVPD.

Computed properties:
Kohn-Sham gap ... 0.1469 Eh
LUMO level ... -4.0 eV
ΔE to the lowest compared entry with this formula, charge and spin ... 6.787 eV
Calculated total energy ... -399.97208 Ha

ORCA input file:
```
! RIJCOSX wB97M-V def2-TZVPD def2/J DEFGRID3
* xyz 0 1
O 2.56 -0.68 0.44
O -1.55 1.06 1.25
O 1.37 1.68 0.35
N -0.37 -0.56 -1.07
C -2.00 0.96 0.12
C -1.45 0.25 -0.99
C -0.03 -1.32 0.14
H 0.48 -0.29 -1.60
H -0.94 -1.88 0.37
H 3.49 -0.73 0.67
H 0.56 1.62 0.86
H 1.86 0.81 0.46
H 0.86 -1.94 0.02
H -2.97 1.45 -0.05
H 0.15 -0.59 0.94
H -2.02 0.19 -1.91
*
```

***

Below is 2 unconnected molecules or ions with the total composition C3H9NO3, with properties calculated with ωB97M-V/def2-TZVPD.

Computed properties:
Kohn-Sham gap ... 0.3440 Eh
LUMO level ... 0.7 eV
SMILES ... CNCC(=O)O.O
ΔE to the lowest compared entry with this formula, charge and spin ... 2.772 eV
Calculated total energy ... -400.11962 Ha

ORCA input file:
```
! RIJCOSX wB97M-V def2-TZVPD def2/J DEFGRID3
* xyz 0 1
O 0.40 1.52 -0.12
O 1.35 -0.16 -1.62
O 2.13 1.23 3.44
N -1.74 -0.78 -0.29
C -1.00 -0.17 -1.33
C -1.90 -2.26 -0.05
C 0.28 0.59 -0.89
H -1.11 -2.61 0.60
H -2.99 -2.47 0.12
H -1.55 0.53 -1.97
H 1.94 0.60 -1.63
H 1.38 1.70 3.97
H 3.04 1.59 3.73
H -0.63 -0.80 -2.17
H -1.74 -2.61 -1.10
H -1.54 -0.22 0.58
*
```

***

Below is 3 unconnected molecules or ions with the total composition C3H9NO4, with properties calculated with ωB97M-V/def2-TZVPD.

Computed properties:
Kohn-Sham gap ... 0.3855 Eh
LUMO level ... 0.6 eV
SMILES ... O=CCNC=O.O.O
ΔE to the lowest compared entry with this formula, charge and spin ... 0.495 eV
Calculated total energy ... -475.42266 Ha

ORCA input file:
```
! RIJCOSX wB97M-V def2-TZVPD def2/J DEFGRID3
* xyz 0 1
O -1.48 -0.46 2.33
O -1.61 0.02 -0.48
O 1.01 -2.55 -1.15
O 1.11 0.63 2.41
N 0.24 0.96 -1.40
C -1.09 0.88 -1.17
C 1.07 -0.17 -0.97
C 0.66 -1.49 -1.58
H 0.05 -1.45 -2.50
H -2.42 -0.69 2.23
H 1.29 1.43 2.91
H 2.09 -0.02 -1.34
H -1.71 1.67 -1.60
H 1.08 -0.17 0.12
H 0.53 1.47 -2.22
H -1.25 -0.28 1.42
H 0.44 0.23 2.97
*
```

***

Below is 2 unconnected molecules or ions with the total composition C3H9NO4, with properties calculated with ωB97M-V/def2-TZVPD.

Computed properties:
Kohn-Sham gap ... 0.3531 Eh
LUMO level ... 0.8 eV
SMILES ... C/N=C/O.OC(O)O
ΔE to the lowest compared entry with this formula, charge and spin ... 2.351 eV
Calculated total energy ... -475.35445 Ha

ORCA input file:
```
! RIJCOSX wB97M-V def2-TZVPD def2/J DEFGRID3
* xyz 0 1
O 1.39 0.91 1.39
O -1.71 -0.27 1.54
O -1.66 -1.95 -0.05
O 0.00 -1.76 1.47
N 0.44 1.38 -0.63
C 1.15 0.56 0.11
C 0.70 1.25 -2.07
C -0.92 -1.04 0.70
H -2.56 -0.07 1.11
H 1.63 1.76 -2.35
H -0.12 1.72 -2.61
H 0.18 -1.19 2.23
H 1.77 -0.29 -0.23
H -0.48 -0.13 -0.09
H 0.76 0.21 -2.40
H 0.88 1.72 1.55
H -1.46 -2.82 0.32
*
```

***

Below is a single C3H9NOS molecule, with properties calculated with ωB97M-V/def2-TZVPD.

Computed properties:
Kohn-Sham gap ... 0.3714 Eh
LUMO level ... 0.8 eV
SMILES ... N[C@@H](CO)CS
ΔE to the lowest compared entry with this formula, charge and spin ... 0.945 eV
Calculated total energy ... -647.86335 Ha

ORCA input file:
```
! RIJCOSX wB97M-V def2-TZVPD def2/J DEFGRID3
* xyz 0 1
S 0.80 2.04 -0.96
O -1.15 -2.51 0.89
N 0.99 -0.96 -0.01
C -0.36 -0.43 -0.10
C -1.21 -1.12 0.96
C -0.42 1.11 -0.02
H -1.43 1.41 -0.27
H -0.91 -0.73 1.94
H -0.57 -2.85 1.58
H 1.76 1.95 -0.02
H 1.38 -0.65 0.88
H 1.53 -0.56 -0.77
H -0.35 1.37 1.04
H -0.71 -0.75 -1.08
H -2.23 -0.74 0.92
*
```

***

Below is a molecular structure, C3H9NOS, with properties calculated with ωB97M-V/def2-TZVPD.

Computed properties:
Kohn-Sham gap ... 0.3492 Eh
LUMO level ... 0.8 eV
ΔE to the lowest compared entry with this formula, charge and spin ... 4.005 eV
Calculated total energy ... -647.75091 Ha

ORCA input file:
```
! RIJCOSX wB97M-V def2-TZVPD def2/J DEFGRID3
* xyz 0 1
S 0.66 -2.07 1.43
O -2.33 0.34 -0.24
N -2.45 1.27 -1.18
C -0.97 -0.81 -0.48
C 0.85 0.65 0.53
C -0.11 -0.50 0.72
H 1.69 -2.33 0.64
H 1.78 0.57 1.11
H -1.43 -1.78 -0.41
H -1.56 1.73 -1.29
H -0.42 -0.45 -1.46
H -0.80 -0.18 1.56
H 1.14 0.80 -0.47
H -2.75 0.80 -2.11
H 0.27 1.58 0.80
*
```

***

Below is 4 unconnected molecules or ions with the total composition C3H9NOS, with properties calculated with ωB97M-V/def2-TZVPD.

Computed properties:
Kohn-Sham gap ... 0.2326 Eh
LUMO level ... -3.7 eV
ΔE to the lowest compared entry with this formula, charge and spin ... 6.941 eV
Calculated total energy ... -647.64301 Ha

ORCA input file:
```
! RIJCOSX wB97M-V def2-TZVPD def2/J DEFGRID3
* xyz 0 1
S 4.77 0.52 0.14
O -2.18 -2.30 -0.92
N 1.47 -0.37 1.29
C -2.20 1.64 -0.43
C -0.93 1.92 -0.62
C 2.27 -1.24 0.84
H -0.39 2.55 -1.28
H -2.30 -3.13 -0.47
H -2.00 -1.40 -0.63
H -0.22 1.42 0.01
H 1.98 -2.22 0.45
H -2.99 2.30 -0.73
H 3.31 -0.98 0.72
H 1.93 0.51 1.49
H -2.53 0.78 0.15
*
```

***

Below is 2 unconnected molecules or ions with the total composition C3H9NOS, with properties calculated with ωB97M-V/def2-TZVPD.

Computed properties:
Kohn-Sham gap ... 0.3709 Eh
LUMO level ... 0.8 eV
SMILES ... NC=O.CCS
ΔE to the lowest compared entry with this formula, charge and spin ... 0.865 eV
Calculated total energy ... -647.86631 Ha

ORCA input file:
```
! RIJCOSX wB97M-V def2-TZVPD def2/J DEFGRID3
* xyz 0 1
S -1.12 -1.11 -0.86
O 1.89 1.98 -1.21
N 2.51 -0.14 -0.62
C -1.18 0.09 0.62
C 2.59 1.02 -1.41
C -2.14 -0.49 1.65
H -1.39 1.06 0.06
H -0.17 0.30 1.02
H -1.64 -1.17 2.33
H -2.89 -1.09 1.14
H 3.30 0.95 -2.25
H 1.62 -0.53 -0.37
H -2.58 0.28 2.27
H 3.23 -0.79 -0.89
H -2.02 -0.37 -1.47
*
```

***

Below is a single C3H9NS molecule, with properties calculated with ωB97M-V/def2-TZVPD.

Computed properties:
Kohn-Sham gap ... 0.3708 Eh
LUMO level ... 1.0 eV
SMILES ... CNCCS
ΔE to the lowest compared entry with this formula, charge and spin ... 0.661 eV
Calculated total energy ... -572.61579 Ha

ORCA input file:
```
! RIJCOSX wB97M-V def2-TZVPD def2/J DEFGRID3
* xyz 0 1
S 3.03 -0.13 -0.44
N -1.07 -0.48 -0.29
C 0.31 -0.07 0.07
C -1.93 -0.16 0.85
C 1.28 -0.07 -1.08
H 0.62 -0.83 0.79
H -2.98 -0.41 0.71
H -1.89 0.92 1.03
H -1.32 0.16 -1.04
H 2.81 0.94 0.33
H -1.56 -0.59 1.78
H 1.27 0.82 -1.69
H 1.13 -0.96 -1.69
H 0.29 0.85 0.67
*
```

***

Below is 2 unconnected molecules or ions with the total composition C3H9NS, with properties calculated with ωB97M-V/def2-TZVPD.

Computed properties:
Kohn-Sham gap ... 0.3547 Eh
LUMO level ... 0.9 eV
SMILES ... C/C=C/N.S
ΔE to the lowest compared entry with this formula, charge and spin ... 0.824 eV
Calculated total energy ... -572.60982 Ha

ORCA input file:
```
! RIJCOSX wB97M-V def2-TZVPD def2/J DEFGRID3
* xyz 0 1
S 0.55 1.94 -1.65
N 1.20 0.17 0.83
C -1.82 -2.14 0.86
C -0.41 -1.62 0.68
C -0.06 -0.42 1.12
H 1.54 0.74 1.59
H -0.69 0.18 1.76
H -2.32 -2.26 -0.10
H -1.83 -3.11 1.34
H 0.86 1.11 -0.54
H 0.28 -2.21 0.09
H 1.89 -0.54 0.60
H -0.48 1.23 -2.13
H -2.41 -1.45 1.46
*
```

***

Below is a single C3H9NS molecule, with properties calculated with ωB97M-V/def2-TZVPD.

Computed properties:
Kohn-Sham gap ... 0.3593 Eh
LUMO level ... 0.9 eV
SMILES ... NCCCS
ΔE to the lowest compared entry with this formula, charge and spin ... 0.597 eV
Calculated total energy ... -572.61816 Ha

ORCA input file:
```
! RIJCOSX wB97M-V def2-TZVPD def2/J DEFGRID3
* xyz 0 1
S -1.26 -0.76 1.34
N 1.80 -0.05 -1.77
C 0.08 1.15 -0.39
C 0.39 -0.03 -1.36
C -0.22 0.72 1.08
H -0.71 1.53 1.58
H 1.89 0.34 -2.70
H 1.01 1.70 -0.23
H -0.73 1.70 -0.84
H -0.26 -1.60 1.62
H 0.73 0.52 1.55
H 2.21 -0.97 -1.70
H 0.15 -0.98 -0.88
H -0.33 0.06 -2.16
*
```

***

Below is a single C3H9NS2 molecule, with properties calculated with ωB97M-V/def2-TZVPD.

Computed properties:
Kohn-Sham gap ... 0.3483 Eh
LUMO level ... 0.8 eV
SMILES ... CSSCCN
ΔE to the lowest compared entry with this formula, charge and spin ... 0.203 eV
Calculated total energy ... -970.82425 Ha

ORCA input file:
```
! RIJCOSX wB97M-V def2-TZVPD def2/J DEFGRID3
* xyz 0 1
S 1.70 -0.89 0.99
S -0.29 -0.61 1.49
N -0.80 2.47 0.52
C -0.98 0.05 -0.05
C 1.64 -2.43 0.01
C -0.48 1.42 -0.47
H -0.90 3.35 0.02
H -0.86 1.62 -1.48
H 1.75 -2.17 -1.04
H 0.71 -2.98 0.13
H -0.83 -0.65 -0.87
H -1.75 2.29 0.87
H -2.06 0.10 0.16
H 2.54 -2.97 0.29
H 0.61 1.38 -0.58
*
```

***

Below is a single C3H9NS2 molecule, with properties calculated with ωB97M-V/def2-TZVPD.

Computed properties:
Kohn-Sham gap ... 0.3388 Eh
LUMO level ... 0.6 eV
SMILES ... CNCCSS
ΔE to the lowest compared entry with this formula, charge and spin ... 0.729 eV
Calculated total energy ... -970.80494 Ha

ORCA input file:
```
! RIJCOSX wB97M-V def2-TZVPD def2/J DEFGRID3
* xyz 0 1
S -1.75 -1.76 1.14
S -2.74 -1.76 -0.64
N 1.24 0.74 0.04
C 0.00 -1.27 0.73
C 1.00 2.18 0.00
C 0.03 -0.08 -0.21
H 0.17 2.42 -0.69
H 0.66 2.54 0.97
H 0.39 -1.04 1.71
H 1.98 0.42 -0.56
H -2.58 -3.04 -1.02
H 0.42 -2.18 0.32
H 0.11 -0.49 -1.22
H -0.81 0.61 -0.22
H 1.88 2.72 -0.33
*
```